DFT (ωB97M-V with the def2-TZVPD basis set) results for an isolated molecule of C6H16Si in a non-equilibrium geometry.

Each line ends with the Löwdin charge.
CARTESIAN COORDINATES (ANGSTROEM)
C1 0.955 -3.025 0.149  -0.25
Si1 1.267 -1.369 1.090  0.73
C2 0.642 0.000 -0.505  -0.24
C3 -0.561 0.926 -0.306  -0.71
C4 -1.812 0.148 -0.002  -0.08
C5 -0.334 1.905 0.947  -0.03
C6 -0.592 1.703 -1.577  -0.08
H1 0.566 -3.817 0.793  0.02
H2 0.404 -2.568 -0.656  -0.01
H3 1.916 -3.210 -0.250  -0.01
H4 2.693 -1.049 1.264  -0.06
H5 0.149 -1.079 1.993  -0.06
H6 0.632 -0.687 -1.365  0.05
H7 1.539 0.562 -0.699  0.04
H8 -2.088 -0.512 -0.766  0.05
H9 -2.694 0.918 0.045  0.12
H10 -1.621 -0.511 0.879  0.07
H11 0.282 2.617 0.507  0.05
H12 -1.235 2.321 1.310  0.06
H13 0.074 1.390 1.824  0.07
H14 -0.653 0.927 -2.384  0.10
H15 -1.565 2.250 -1.506  0.10
H16 0.293 2.317 -1.521  0.08

* structure (SMILES): C[SiH2]CC(C)(C)C
* charge: 0
* gap between HOMO and LUMO: 9.9 eV
* M: 116.3 g/mol
* energy relative to the best compared isomer or geometry (same formula, charge and spin): 51.1 kcal per mole


DFT (ωB97M-V with the def2-TZVPD basis set) results for a cluster of 2 separate species, C6H16Si in total in a non-equilibrium geometry.

Each line ends with the Löwdin charge.
CARTESIAN COORDINATES (ANGSTROEM)
C1 -2.406 -0.217 1.135  -0.25
Si1 -2.212 0.601 -0.558  0.60
C2 -1.124 -0.789 -1.234  -0.25
H1 -3.407 -0.511 1.064  -0.01
H2 -1.943 -1.081 1.079  -0.05
H3 -2.310 0.438 2.020  0.05
H4 -1.569 1.861 -0.119  -0.05
H5 -3.422 0.931 -1.427  -0.05
H6 -0.364 -0.475 -1.973  0.00
H7 -1.734 -1.700 -1.492  0.05
H8 -0.552 -1.144 -0.340  0.03
C3 1.897 -0.119 -1.292  -0.02
C4 1.781 0.136 -0.101  -0.45
C5 2.356 -0.762 0.952  -0.06
C6 0.979 1.378 0.365  -0.05
H9 1.409 0.460 -1.948  0.04
H10 2.645 -0.887 -1.431  0.09
H11 2.632 -1.754 0.595  0.08
H12 1.793 -0.866 1.851  0.06
H13 3.300 -0.277 1.246  0.09
H14 1.515 2.041 0.948  0.05
H15 0.467 1.816 -0.425  0.02
H16 0.268 0.918 1.085  0.07

* structure (SMILES): C[SiH2]C.C=C(C)C
* charge: 0
* gap between HOMO and LUMO: 10.4 eV
* M: 116.3 g/mol
* energy relative to the best compared isomer or geometry (same formula, charge and spin): 75.1 kcal per mole


DFT (ωB97M-V with the def2-TZVPD basis set) results for a structure of composition C6H17FNOPTb in a non-equilibrium geometry.

Each line ends with the Löwdin charge.
CARTESIAN COORDINATES (ANGSTROEM)
C1 2.173 2.945 0.603  -0.05
C2 1.785 2.054 -0.757  -0.17
O1 0.320 2.117 -0.872  -0.08
C3 -0.231 0.995 -1.650  -0.28
P1 -0.586 -0.588 -0.613  0.91
C4 -2.008 0.229 0.370  -0.32
N1 -1.499 1.191 1.419  0.01
C5 -0.793 -2.288 0.258  -0.50
C6 0.558 -3.252 0.058  -0.15
F1 -0.976 -2.182 1.740  -0.20
H1 2.374 2.191 1.482  0.10
H2 1.204 3.562 0.927  0.11
H3 3.059 3.691 0.423  0.11
H4 2.229 0.981 -0.610  0.13
H5 2.352 2.605 -1.647  0.19
H6 -1.298 1.362 -2.040  0.15
H7 0.387 0.773 -2.647  0.17
H8 -0.935 -1.272 -1.863  0.11
H9 0.792 -0.605 -0.193  0.06
H10 -2.695 0.873 -0.364  0.15
H11 -2.756 -0.562 0.856  0.13
H12 -1.620 0.839 2.394  0.11
H13 -1.920 2.134 1.270  0.12
H14 -1.688 -2.910 -0.225  0.13
H15 0.441 -3.996 -0.838  0.16
H16 0.629 -3.926 1.038  -0.08
H17 1.557 -2.635 0.023  0.15
Tb1 -0.856 -4.327 1.458  1.82

* charge: +3
* gap between HOMO and LUMO (alpha / beta): 5.9 / 7.8 eV
* M: 328.1 g/mol
* multiplicity: 7


DFT (ωB97M-V with the def2-TZVPD basis set) results for a structure of composition C6H17INO3Pd in a non-equilibrium geometry.

Each line ends with the Löwdin charge.
CARTESIAN COORDINATES (ANGSTROEM)
Pd1 0.471 0.281 -1.529  0.72
I1 2.162 2.012 -2.914  0.04
C1 -2.677 2.081 0.957  -0.05
C2 -1.445 1.312 0.507  -0.41
C3 -1.790 -0.189 0.490  -0.16
O1 -0.724 -1.004 -0.043  -0.30
C4 -1.072 -2.374 0.102  -0.07
N1 -0.937 1.836 -0.781  -0.01
H1 -3.044 1.840 1.957  0.10
H2 -3.512 1.916 0.274  0.09
H3 -2.406 3.137 1.050  0.09
H4 -0.683 1.483 1.270  0.14
H5 -2.644 -0.322 -0.184  0.14
H6 -1.967 -0.506 1.518  0.14
H7 -0.361 -2.965 -0.474  0.09
H8 -2.055 -2.595 -0.319  0.10
H9 -1.020 -2.683 1.146  0.10
H10 -0.662 2.795 -0.556  0.11
H11 -1.698 2.016 -1.439  0.11
C5 2.979 -0.312 0.279  -0.22
C6 2.479 -1.663 -0.233  -0.17
O2 1.842 -1.534 -1.537  -0.16
O3 1.846 0.537 0.480  -0.14
H12 3.707 0.138 -0.405  0.11
H13 3.474 -0.452 1.245  0.14
H14 1.817 -2.093 0.508  0.12
H15 3.359 -2.287 -0.400  0.14
H16 2.566 -1.554 -2.173  0.10
H17 1.996 1.151 1.204  0.11

* charge: +1
* gap between HOMO and LUMO (alpha / beta): 9.2 / 6.0 eV
* M: 384.5 g/mol
* multiplicity: 3
* energy relative to the best compared isomer or geometry (same formula, charge and spin): 9.0 kcal per mole


DFT (ωB97M-V with the def2-TZVPD basis set) results for a cluster of 2 separate species, C6H17N in total in a non-equilibrium geometry.

Each line ends with the Löwdin charge.
CARTESIAN COORDINATES (ANGSTROEM)
C1 -0.532 -1.145 1.760  -0.14
C2 0.637 -0.325 1.358  -0.32
C3 1.097 -0.688 -0.055  -0.23
C4 2.095 0.222 -0.885  -0.25
C5 2.168 -0.278 -2.313  -0.12
H1 -1.459 -0.807 1.175  0.06
H2 -0.302 -2.258 1.504  0.11
H3 -0.827 -1.116 2.800  0.06
H4 1.492 -0.328 2.092  0.13
H5 0.261 0.705 1.270  0.08
H6 1.235 -1.759 -0.249  0.11
H7 0.133 -0.563 -0.721  0.13
H8 3.055 0.224 -0.339  0.10
H9 1.924 1.348 -0.744  0.13
H10 1.336 -0.103 -2.842  0.03
H11 2.973 0.241 -2.718  0.05
H12 2.542 -1.301 -2.506  0.09
C6 -2.110 1.399 0.123  -0.22
N1 -3.240 0.408 0.084  -0.08
H13 -1.675 1.647 -0.792  0.03
H14 -2.153 2.464 0.575  0.10
H15 -1.271 0.820 0.610  0.01
H16 -3.301 0.152 1.080  0.05
H17 -4.080 1.042 -0.267  0.11

* structure (SMILES): CCCCC.CN
* charge: 0
* gap between HOMO and LUMO: 10.8 eV
* M: 103.2 g/mol
* energy relative to the best compared isomer or geometry (same formula, charge and spin): 48.6 kcal per mole


DFT (ωB97M-V with the def2-TZVPD basis set) results for a cluster of 2 separate species, C6H17N in total in a non-equilibrium geometry.

Each line ends with the Löwdin charge.
CARTESIAN COORDINATES (ANGSTROEM)
C1 -1.339 1.619 -1.766  -0.12
C2 -1.760 0.248 -1.178  -0.69
C3 -1.985 -0.467 -2.571  -0.06
C4 -3.029 0.582 -0.421  -0.13
C5 -0.840 -0.288 -0.090  -0.05
H1 -0.375 1.469 -2.226  0.07
H2 -2.151 1.974 -2.458  0.08
H3 -1.178 2.422 -1.049  0.08
H4 -2.403 -1.462 -2.325  0.07
H5 -2.908 0.343 -2.857  0.12
H6 -1.310 -0.389 -3.488  0.09
H7 -3.517 -0.327 -0.070  0.07
H8 -3.709 1.494 -0.748  0.12
H9 -2.683 1.226 0.554  0.12
H10 -1.139 0.384 0.755  0.07
H11 -1.553 -1.205 0.221  0.13
H12 0.115 -0.564 -0.246  0.03
C6 4.968 -0.827 2.599  -0.21
N1 3.522 -0.824 2.992  -0.13
H13 5.676 -0.402 3.368  0.07
H14 5.330 -1.862 2.277  0.08
H15 5.126 -0.072 1.887  0.03
H16 2.686 -0.844 2.332  0.07
H17 3.250 -1.621 3.689  0.08

* structure (SMILES): CC(C)(C)C.CN
* charge: 0
* gap between HOMO and LUMO: 9.7 eV
* M: 103.2 g/mol
* energy relative to the best compared isomer or geometry (same formula, charge and spin): 81.3 kcal per mole


DFT (ωB97M-V with the def2-TZVPD basis set) results for the ion C6H17N2 with charge +1 in a non-equilibrium geometry.

Each line ends with the Löwdin charge.
CARTESIAN COORDINATES (ANGSTROEM)
C1 1.068 -2.266 -0.642  -0.01
N1 0.078 -1.489 -1.437  0.01
C2 -1.295 -1.446 -0.785  -0.12
C3 -1.250 -0.620 0.471  -0.19
C4 -1.032 0.879 0.239  -0.17
C5 0.265 1.375 0.921  -0.43
C6 0.366 2.889 0.783  -0.06
N2 1.429 0.684 0.313  0.04
H1 1.201 -1.757 0.297  0.06
H2 1.965 -2.321 -1.251  0.11
H3 0.696 -3.278 -0.486  0.11
H4 0.443 -0.554 -1.609  0.15
H5 -0.024 -2.045 -2.277  0.17
H6 -1.524 -2.487 -0.549  0.14
H7 -1.970 -1.049 -1.532  0.14
H8 -2.110 -0.837 1.089  0.12
H9 -0.532 -1.041 1.196  0.12
H10 -1.775 1.448 0.799  0.12
H11 -1.126 1.177 -0.810  0.12
H12 0.085 1.082 1.957  0.14
H13 -0.314 3.338 1.505  0.08
H14 -0.010 3.287 -0.137  0.08
H15 1.330 3.285 1.116  0.09
H16 2.070 0.350 1.019  0.08
H17 1.965 1.394 -0.189  0.09

* structure (SMILES): C[NH2+]CCC[C@H](C)N
* charge: +1
* gap between HOMO and LUMO: 10.5 eV
* M: 117.2 g/mol
* energy relative to the best compared isomer or geometry (same formula, charge and spin): 10.7 kcal per mole


DFT (ωB97M-V with the def2-TZVPD basis set) results for a cluster of 2 separate species, C6H17N2 in total.

Each line ends with the Löwdin charge.
CARTESIAN COORDINATES (ANGSTROEM)
C1 -2.605 -2.473 0.744  -0.16
C2 1.958 2.281 0.197  0.01
C3 -0.572 2.340 -0.002  0.01
C4 -1.147 -2.907 0.683  -0.18
C5 0.739 0.479 -1.190  -0.21
C6 0.693 1.540 -0.161  -0.46
N1 1.843 0.125 -1.874  0.14
N2 0.624 0.150 0.379  0.19
H1 -2.729 -1.430 0.457  0.05
H2 -3.205 -3.082 0.074  0.07
H3 -2.995 -2.597 1.751  0.07
H4 2.180 3.017 -0.570  0.11
H5 1.826 2.806 1.140  0.10
H6 2.813 1.616 0.294  0.09
H7 -0.561 3.175 -0.698  0.11
H8 -0.649 2.743 1.005  0.10
H9 -1.456 1.741 -0.210  0.09
H10 -1.063 -3.960 0.933  0.07
H11 -0.735 -2.765 -0.315  0.06
H12 -0.196 0.187 -1.654  0.17
H13 2.742 0.502 -1.626  0.11
H14 1.858 -0.739 -2.389  0.12
H15 -0.258 -0.186 0.760  0.14
H16 1.435 -0.210 0.874  0.17
H17 -0.539 -2.354 1.401  0.05

* charge: +1
* gap between HOMO and LUMO: 11.8 eV
* M: 117.2 g/mol
* energy relative to the best compared isomer or geometry (same formula, charge and spin): 18.7 kcal per mole


DFT (ωB97M-V with the def2-TZVPD basis set) results for the ion C6H17N2 with charge +1 in a non-equilibrium geometry.

Each line ends with the Löwdin charge.
CARTESIAN COORDINATES (ANGSTROEM)
C1 -1.774 2.960 0.379  -0.11
C2 -1.965 1.439 0.278  -0.25
C3 -1.275 0.837 -1.005  -0.18
C4 0.176 0.442 -0.755  -0.22
N1 0.513 -0.993 -1.015  -0.07
C5 0.257 -1.808 0.180  -0.22
C6 1.523 -2.152 0.937  -0.10
N2 2.745 -1.553 0.232  0.17
H1 -2.522 3.505 -0.216  0.08
H2 -0.789 3.243 0.008  0.07
H3 -1.981 3.363 1.372  0.07
H4 -2.985 1.065 0.316  0.10
H5 -1.459 1.090 1.192  0.09
H6 -1.882 -0.043 -1.185  0.10
H7 -1.331 1.646 -1.733  0.11
H8 0.456 0.720 0.265  0.11
H9 0.807 1.009 -1.454  0.11
H10 -0.079 -1.384 -1.731  0.11
H11 -0.479 -1.506 0.949  0.13
H12 -0.388 -2.642 -0.154  0.14
H13 1.561 -1.814 1.971  0.13
H14 1.839 -3.206 0.932  0.13
H15 2.676 -1.856 -0.743  0.16
H16 2.736 -0.538 0.303  0.15
H17 3.621 -1.821 0.678  0.17

* structure (SMILES): CCCCNCC[NH3+]
* charge: +1
* gap between HOMO and LUMO: 9.9 eV
* M: 117.2 g/mol
* energy relative to the best compared isomer or geometry (same formula, charge and spin): 35.6 kcal per mole